Run 1
# C26H48N9O11

A 9-piece molecular cluster, C26H48N9O11 overall (ωB97M-V with the def2-TZVPD basis set, the Open Molecules 2025 dataset).

Lowest unoccupied orbital energy = -5.36 eV
Multiplicity = 1
Total charge = +1
M = 662.7 Da
Kohn-Sham gap = 3.82 eV

CARTESIAN COORDINATES (ANGSTROEM)
C 58.897 9.792 60.002
C 60.131 8.710 60.273
C 59.798 7.622 61.342
C 59.006 6.506 60.892
C 59.667 5.813 59.581
C 59.819 6.886 58.415
N 60.479 8.178 58.953
O 61.153 8.896 58.192
C 58.450 7.036 57.793
C 60.773 6.239 57.413
C 61.318 9.530 60.777
H 59.252 10.339 59.060
H 58.552 10.356 60.895
H 58.057 9.328 59.785
H 59.271 8.093 62.336
H 60.745 7.223 61.791
H 58.037 7.013 60.622
H 58.621 5.837 61.703
H 59.099 4.952 59.364
H 60.568 5.493 59.836
H 58.520 7.682 56.929
H 57.801 7.523 58.495
H 58.192 6.041 57.245
H 61.725 5.913 58.128
H 60.876 6.944 56.541
H 60.301 5.216 57.018
H 61.316 9.840 61.933
H 61.562 10.507 60.274
H 62.308 9.088 60.918
N 54.666 7.473 61.076
C 55.257 6.192 60.987
C 55.607 5.787 62.391
C 54.937 6.856 63.246
C 54.350 7.906 62.341
H 54.523 8.139 60.275
H 55.424 5.990 60.038
H 56.150 4.817 62.746
H 55.020 6.948 64.181
H 53.805 8.879 62.480
N 60.898 4.854 52.293
C 62.190 5.320 51.871
C 63.105 5.178 53.272
C 62.109 4.825 54.344
C 60.776 4.666 53.666
H 60.297 4.712 51.402
H 62.377 5.460 50.901
H 64.139 5.290 53.206
H 62.230 4.633 55.295
H 59.763 4.208 54.017
N 56.961 8.352 53.289
C 56.019 8.323 54.320
C 56.135 6.962 55.013
C 57.146 6.229 54.122
C 57.630 7.225 53.114
H 56.970 9.113 52.683
H 55.320 9.265 54.464
H 55.604 6.571 55.889
H 57.558 5.110 54.185
H 58.206 7.042 52.383
C 66.252 7.486 60.269
N 65.240 7.098 59.263
O 64.169 6.621 59.591
O 65.517 7.404 57.984
H 67.114 6.999 59.886
H 66.130 7.078 61.322
H 66.333 8.523 60.091
C 56.075 2.399 57.457
N 56.418 3.822 57.059
O 55.848 4.652 57.640
O 57.320 3.964 56.212
H 55.467 2.509 58.405
H 57.094 1.901 57.848
H 55.771 1.745 56.793
C 58.803 10.825 55.356
N 57.457 10.591 55.856
O 57.273 10.065 56.901
O 56.535 11.177 55.275
H 59.443 10.975 56.186
H 58.894 11.670 54.837
H 59.021 10.056 54.650
C 57.086 1.487 62.118
N 57.577 2.687 61.346
O 58.688 3.221 61.558
O 56.861 3.009 60.415
H 56.731 0.841 61.359
H 56.423 1.899 62.675
H 58.052 1.036 62.608
C 59.627 14.805 58.563
N 59.606 13.429 58.096
O 60.626 13.022 57.560
O 58.563 12.650 58.287
H 59.071 15.378 57.756
H 60.604 15.112 58.979
H 58.929 14.942 59.467


Run 2
# C26H48N9O11

A 9-piece molecular cluster, C26H48N9O11 overall (ωB97M-V with the def2-TZVPD basis set, the Open Molecules 2025 dataset).

Lowest unoccupied orbital energy = -5.63 eV
Multiplicity = 1
Total charge = +1
M = 662.7 Da
Kohn-Sham gap = 3.55 eV

CARTESIAN COORDINATES (ANGSTROEM)
C -2.125 1.086 -2.095
C -1.742 -0.022 -1.158
C -0.296 -0.366 -1.374
C 0.701 0.723 -0.719
C 0.444 0.689 0.772
C -0.917 1.106 1.064
N -1.960 0.497 0.212
O -3.225 0.754 0.384
C -1.194 2.655 1.116
C -1.279 0.673 2.517
C -2.692 -1.243 -1.446
H -1.559 1.979 -2.003
H -3.269 1.130 -2.186
H -2.056 0.800 -3.172
H -0.185 -0.689 -2.365
H -0.231 -1.240 -0.969
H 0.413 1.663 -1.124
H 1.854 0.483 -0.807
H 1.287 1.364 1.228
H 0.919 -0.148 1.283
H -2.157 2.795 1.201
H -1.113 2.967 0.087
H -0.502 3.286 1.880
H -2.383 0.636 2.857
H -0.855 1.260 3.330
H -0.902 -0.408 2.565
H -2.406 -1.658 -2.275
H -3.686 -0.929 -1.668
H -2.514 -2.073 -0.579
N 4.840 4.327 1.654
C 4.624 5.628 1.509
C 3.341 5.799 0.726
C 2.643 4.488 0.686
C 3.772 3.518 1.194
H 5.706 3.795 1.976
H 5.365 6.320 1.817
H 3.143 6.764 0.466
H 1.716 4.198 0.161
H 3.840 2.445 1.154
N 2.150 5.810 3.742
C 1.247 4.712 3.689
C 0.280 4.839 4.797
C 0.611 6.123 5.558
C 1.917 6.694 4.849
H 2.931 5.665 3.126
H 1.625 4.188 2.766
H -0.380 4.175 5.188
H 0.066 6.590 6.633
H 2.554 7.510 5.018
N -7.938 -3.082 -4.564
C -6.979 -2.185 -5.139
C -6.409 -1.378 -3.920
C -7.147 -1.954 -2.717
C -8.094 -3.010 -3.150
H -8.268 -3.886 -5.227
H -6.710 -2.246 -6.054
H -5.701 -0.623 -3.644
H -7.097 -1.382 -1.621
H -8.842 -3.687 -2.694
C 0.913 -5.531 -2.872
N 1.475 -4.259 -2.608
O 0.634 -3.356 -2.480
O 2.634 -4.135 -2.532
H 0.809 -6.172 -2.002
H 1.605 -6.227 -3.379
H 0.162 -5.455 -3.498
C 0.789 -3.712 3.153
N 0.524 -3.579 1.648
O 0.906 -4.556 0.924
O -0.193 -2.708 1.225
H 0.495 -4.644 3.444
H -0.086 -3.067 3.681
H 1.773 -3.152 3.446
C -2.207 -2.625 -6.004
N -0.895 -2.097 -5.467
O 0.190 -2.316 -5.994
O -0.963 -1.218 -4.592
H -2.059 -3.649 -5.744
H -2.280 -2.331 -7.206
H -3.182 -2.170 -5.580
C 3.548 -1.093 4.174
N 2.357 -0.318 3.832
O 2.566 0.678 3.192
O 1.180 -0.676 4.131
H 4.536 -0.771 3.821
H 3.437 -1.988 3.873
H 3.449 -1.178 5.454
C 4.898 -2.849 -0.156
N 4.239 -1.470 -0.010
O 3.080 -1.442 0.275
O 4.984 -0.520 -0.053
H 5.111 -3.016 -1.199
H 4.528 -3.683 0.290
H 5.866 -2.642 0.283


The data favor run 1; the next most stable structure lies 137.0 kJ/mol above it.


Run 1
# C5H7N3OS

C5H7N3OS as an isolated structure (ωB97M-V with the def2-TZVPD basis set, the Open Molecules 2025 dataset).

Lowest unoccupied orbital energy (alpha / beta) = 0.59 / -1.84 eV
Multiplicity = 3
Total charge = 0
M = 157.2 Da
Kohn-Sham gap (alpha / beta) = 6.65 / 7.62 eV

CARTESIAN COORDINATES (ANGSTROEM)
C -1.252 2.249 -0.464
C -1.334 0.910 -0.217
C 0.109 -0.453 0.027
C -0.314 -1.860 0.012
C 2.418 -0.776 0.398
N -2.471 2.807 -0.491
N -3.435 2.026 -0.286
N 1.257 0.097 0.174
O 1.495 1.328 0.133
S -2.959 0.449 -0.024
H -0.363 2.827 -0.619
H 0.160 -2.399 -0.812
H -0.054 -2.362 0.947
H -1.390 -1.925 -0.115
H 2.814 -1.107 -0.563
H 3.173 -0.172 0.897
H 2.146 -1.637 1.005


Run 2
# C5H7N3OS

One molecule with the formula C5H7N3OS (ωB97M-V with the def2-TZVPD basis set, the Open Molecules 2025 dataset).

Lowest unoccupied orbital energy (alpha / beta) = 0.79 / -2.52 eV
Multiplicity = 3
Total charge = 0
M = 157.2 Da
Kohn-Sham gap (alpha / beta) = 6.46 / 7.14 eV

CARTESIAN COORDINATES (ANGSTROEM)
C 1.006 -1.670 0.027
C -0.137 -0.750 -0.063
C -2.168 0.122 0.030
C -3.621 0.121 -0.109
C 3.310 1.032 -0.026
N 2.166 -1.158 0.045
N -1.420 -1.047 -0.039
N 2.098 0.250 -0.011
O -1.541 1.205 0.123
S 0.484 0.850 0.108
H 0.997 -2.768 0.012
H -4.111 1.195 -0.129
H -3.882 -0.637 -0.858
H -4.108 -0.377 0.843
H 4.066 0.631 0.656
H 3.763 0.895 -0.940
H 3.099 2.107 0.330


The data favor run 2; the next most stable structure lies 341.5 kJ/mol above it.


Run 1
# C3H8BNO

One molecule with the formula C3H8BNO (ωB97M-V with the def2-TZVPD basis set, the Open Molecules 2025 dataset).

Lowest unoccupied orbital energy = 0.77 eV
Multiplicity = 1
Total charge = 0
M = 84.9 Da
Kohn-Sham gap = 10.99 eV

CARTESIAN COORDINATES (ANGSTROEM)
B -0.236 -0.106 -2.810
C 0.135 -0.081 -1.319
C -0.244 -0.302 2.169
C 0.272 0.552 1.015
N 0.741 -0.197 -0.154
O -0.641 0.874 -1.579
H 0.578 0.442 -3.571
H -1.179 -0.743 -3.171
H 0.164 -1.380 2.138
H -0.041 0.224 3.084
H -1.300 -0.473 2.113
H -0.433 1.246 0.707
H 1.080 1.079 1.373
H 1.105 -1.135 0.004


Run 2
# C3H8BNO

One molecule with the formula C3H8BNO (ωB97M-V with the def2-TZVPD basis set, the Open Molecules 2025 dataset).

Lowest unoccupied orbital energy (alpha / beta) = -1.21 / -1.21 eV
Multiplicity = 1
Total charge = 0
M = 84.9 Da
Kohn-Sham gap (alpha / beta) = 5.39 / 5.38 eV

CARTESIAN COORDINATES (ANGSTROEM)
B -0.794 0.041 0.056
C -0.975 1.424 0.521
C 2.961 -0.103 -0.348
C -1.751 -1.161 -0.045
N 1.690 0.089 0.045
O 0.564 -0.519 -0.392
H -0.137 2.128 0.592
H -1.969 1.678 0.916
H 3.780 0.188 0.300
H 3.153 -0.575 -1.243
H -2.647 -1.001 -0.707
H -1.927 -1.389 0.962
H -1.137 -1.999 -0.417
H 1.623 0.540 0.987


The data favor run 1; the next most stable structure lies 286.5 kJ/mol above it.


Run 1
# C5H6N2O2S

One molecule with the formula C5H6N2O2S (ωB97M-V with the def2-TZVPD basis set, the Open Molecules 2025 dataset).

Lowest unoccupied orbital energy = 0.31 eV
Multiplicity = 1
Total charge = 0
M = 158.2 Da
SMILES string = Cc1sc(N)nc1C(=O)O
Kohn-Sham gap = 9.39 eV

CARTESIAN COORDINATES (ANGSTROEM)
C -0.819 2.255 0.061
C -0.085 1.007 -0.016
C 1.619 -0.760 -0.218
C -0.478 -0.238 -0.347
C -1.949 -0.651 -0.137
H -1.988 2.090 -0.179
H -0.439 3.148 -0.379
H -1.026 2.489 0.997
H 2.471 -2.534 -0.251
H 3.685 -1.190 0.105
H -1.115 -1.730 1.226
N 2.812 -1.566 -0.342
N 0.512 -1.312 -0.250
O -2.186 -1.677 0.698
O -2.778 -0.287 -0.966
S 1.764 0.956 -0.003


Run 2
# C5H6N2O2S

One molecule with the formula C5H6N2O2S (ωB97M-V with the def2-TZVPD basis set, the Open Molecules 2025 dataset).

Lowest unoccupied orbital energy = -1.99 eV
Multiplicity = 1
Total charge = 0
M = 158.2 Da
Kohn-Sham gap = 6.74 eV

CARTESIAN COORDINATES (ANGSTROEM)
C -0.150 0.727 2.166
C -1.216 0.835 1.314
C 0.844 -0.025 1.509
C -0.809 0.160 0.055
C -1.601 0.071 -1.072
N 0.385 -0.406 0.321
N 0.885 0.243 -1.926
O 2.627 -1.156 -0.651
O 0.599 -2.298 -1.398
S 1.265 -1.083 -1.095
H -0.171 1.411 2.980
H -2.149 1.323 1.392
H 1.654 -0.580 2.012
H -1.470 -0.561 -1.918
H -2.297 0.819 -1.209
H 1.603 0.521 -2.481


Run 3
# C5H6N2O2S

One molecule with the formula C5H6N2O2S (ωB97M-V with the def2-TZVPD basis set, the Open Molecules 2025 dataset).

Lowest unoccupied orbital energy (alpha / beta) = -1.30 / -1.30 eV
Multiplicity = 1
Total charge = 0
M = 158.2 Da
SMILES string = Cc1[nH]cnc1C=S(=O)=O
Kohn-Sham gap (alpha / beta) = 7.26 / 7.26 eV

CARTESIAN COORDINATES (ANGSTROEM)
C 1.756 1.943 0.098
C 0.815 -0.038 0.157
C -0.181 0.860 -0.231
C 0.808 -1.677 -0.006
C -1.575 0.484 -0.449
N 1.993 0.725 0.378
N 0.431 2.084 -0.329
O 0.013 -4.020 0.515
O -1.797 -2.284 0.693
S -0.397 -2.637 0.704
H 2.342 2.745 0.372
H 1.844 -2.037 0.088
H -2.212 1.133 -1.077
H -1.621 -0.685 -0.690
H -2.121 0.478 0.438
H -0.099 2.928 -0.659


The data favor run 1; the next most stable structure lies 163.3 kJ/mol above it.